10
Properties=species:S:1:pos:R:3:forces:R:3 method="wB97M-V/def2-TZVPD" fmax_ev_per_a=6.86 orbital_gap_ev="5.424 / 4.479" homo_ev="-6.71 / -6.66" e_above_lowest_kj_mol=0.00 multiplicity=2
Yb 0.20582 -3.04310 2.24333 -0.1 0.6 -1.1
N 0.13787 -0.90591 -0.75605 0.0 0.5 0.3
S 0.64528 -2.58403 -0.55376 -0.2 -0.1 0.9
S -0.87261 -0.30449 0.25613 0.5 4.2 -1.3
O -0.59970 1.38150 -0.01014 -1.7 -6.5 1.3
O -0.86702 -0.91874 1.60984 0.1 0.5 -1.1
F -2.40336 -0.62647 -0.23003 1.6 0.6 0.6
Mg 1.01261 0.96713 -1.35535 -1.0 1.4 1.4
O 1.26543 2.82731 -1.02960 0.7 -1.0 -0.9
H 1.47569 3.20681 -0.17438 0.0 -0.1 -0.1


7
Properties=species:S:1:pos:R:3:forces:R:3 method="wB97M-V/def2-TZVPD" charge=+1 fmax_ev_per_a=3.42 orbital_gap_ev=9.850 homo_ev=-17.05 e_above_lowest_kj_mol=175.01
N -1.28942 0.95452 0.06166 -0.1 0.3 -0.3
N -0.06831 1.31245 0.03528 1.6 1.4 -0.1
N -1.90465 0.03960 -0.01117 -3.1 -1.5 0.1
N 0.60927 0.15630 -0.04808 3.2 0.7 0.3
N 0.05917 -0.96771 -0.06238 -0.7 1.9 0.1
F 0.89716 -1.92655 0.06464 1.5 -1.4 -0.1
H 1.69678 0.43139 -0.03996 -2.4 -1.4 0.0


4
Properties=species:S:1:pos:R:3:forces:R:3 method="wB97M-V/def2-TZVPD" charge=-1 fmax_ev_per_a=5.43 orbital_gap_ev="8.858 / 8.856" homo_ev="-3.15 / -3.15" e_above_lowest_kj_mol=43.50
N -0.14640 0.14768 -0.39817 2.0 4.8 0.7
O 0.24316 1.32400 0.19224 -1.7 -4.8 -1.8
F 0.91748 -1.31436 0.14696 -0.6 0.3 0.3
H -1.01425 -0.15731 0.05898 0.3 -0.3 0.9